[1]
{
  "formula": "C18H16Br2N5O7Os",
  "method": "ωB97M-V/def2-TZVPD",
  "symbols": ["Os", "Br", "Br", "O", "O", "O", "O", "O", "O", "O", "N", "N", "N", "N", "N", "C", "C", "C", "C", "C", "C", "C", "C", "C", "C", "C", "C", "C", "C", "C", "C", "C", "C", "H", "H", "H", "H", "H", "H", "H", "H", "H", "H", "H", "H", "H", "H", "H", "H"],
  "coordinates": [[1.00696, 1.51318, 1.54984], [5.79067, -3.50988, 1.99838], [2.98921, -0.45990, 5.73374], [-2.09595, -1.75277, 6.07014], [-4.08247, -1.48550, 6.86995], [1.97624, 0.87448, 3.14494], [-0.48326, 1.52600, 2.69738], [-7.23059, 1.28625, 4.41650], [-1.83172, 1.23710, 0.93053], [-6.55609, 2.32493, 2.64776], [0.32476, 2.89157, 0.06589], [-6.39654, 1.59686, 3.60488], [2.47456, 0.36243, 0.65768], [-3.21069, -1.26694, 6.06961], [1.55451, 5.35356, 2.06518], [-5.03678, 1.04238, 3.79317], [2.81668, -0.09594, 2.94327], [2.71573, 0.12193, -0.64336], [-2.48466, 0.06391, 4.15286], [4.04078, -1.39280, 1.24701], [-3.51539, -0.31251, 4.98246], [4.62433, -2.15036, 2.34307], [-4.05839, 1.42273, 2.90373], [-0.07090, 4.30118, 0.39400], [3.13253, -0.39954, 1.58507], [4.29771, -1.86735, 3.66974], [-2.77101, 0.92951, 3.10146], [3.41749, -0.84647, 3.99117], [4.29714, -1.59863, -0.11577], [-4.80448, 0.16424, 4.83624], [-1.71965, 1.24739, 2.13802], [1.04951, 5.30223, 0.63610], [3.62738, -0.83528, -1.05689], [-5.59782, -0.13072, 5.51066], [2.29961, 6.05242, 2.15956], [0.80950, 5.62717, 2.71373], [4.73513, -2.45741, 4.46441], [1.91224, 5.12602, -0.00490], [-0.63649, 4.67280, -0.46098], [-1.49412, -0.32802, 4.33362], [-0.58299, 2.39138, -0.04432], [2.17131, 0.71495, -1.36527], [5.00802, -2.35349, -0.42857], [0.78142, 2.87618, -0.84424], [3.80005, -0.97847, -2.11462], [0.67466, 6.30166, 0.42443], [1.93054, 4.45790, 2.38571], [-0.76418, 4.26669, 1.23646], [-4.31099, 2.08386, 2.08648]],
  "total_charge": 3,
  "gap_ev": [4.59, 4.59],
  "e_homo_ev": [-17.2, -17.2]
}

***

[2]
{
  "formula": "C5H8AgLiO4",
  "method": "ωB97M-V/def2-TZVPD",
  "symbols": ["Ag", "O", "O", "O", "O", "C", "C", "C", "C", "C", "Li", "H", "H", "H", "H", "H", "H", "H", "H"],
  "coordinates": [[0.17887, 1.55811, -3.69087], [2.02156, 2.75824, -1.45065], [1.75302, 0.65712, -1.93649], [0.25525, 0.48543, 2.14548], [-0.93196, -0.04820, -2.39553], [1.25810, -0.60240, -1.54566], [-0.25478, -0.60589, -1.47677], [-0.66132, -0.35656, 1.71776], [-2.02154, -0.26399, 2.37159], [1.97183, 1.64593, -0.93330], [1.77407, 1.26801, 1.58499], [-0.57285, -0.44465, 0.26347], [1.57872, -1.35122, -2.28723], [1.65483, -0.88453, -0.54722], [-2.07905, 0.59759, 3.05092], [-0.59974, -1.63230, -1.20896], [-0.29695, -1.41083, 1.78612], [-2.81007, -0.18691, 1.60518], [-2.21801, -1.18295, 2.94718]],
  "gap_ev": 6.46,
  "e_homo_ev": -7.8
}

***

[3]
{
  "formula": "BrHOS",
  "method": "ωB97M-V/def2-TZVPD",
  "symbols": ["Br", "S", "O", "H"],
  "coordinates": [[0.90527, -0.24492, -1.95838], [0.80064, -2.31499, -2.18021], [-0.27443, 0.36044, -0.55037], [-1.13318, 0.46710, -1.00224]],
  "gap_ev": [7.42, 7.42],
  "e_homo_ev": [-8.9, -8.9]
}

***

[4]
{
  "formula": "C18H10AsF5N3PdS4",
  "method": "ωB97M-V/def2-TZVPD",
  "symbols": ["Pd", "As", "S", "S", "S", "S", "F", "F", "F", "F", "F", "N", "N", "N", "C", "C", "C", "C", "C", "C", "C", "C", "C", "C", "C", "C", "C", "C", "C", "C", "C", "C", "H", "H", "H", "H", "H", "H", "H", "H", "H", "H"],
  "coordinates": [[-0.07188, -0.12278, 0.17285], [-2.39111, -2.31590, -0.30867], [-2.26294, -0.07202, -0.25527], [-3.23136, -3.02879, -2.06370], [-0.13918, -2.26762, -0.43310], [-3.00818, -3.03771, 1.53774], [-1.10558, 0.34315, 2.66606], [-0.03132, -2.25491, 2.77259], [1.94016, -1.38605, 2.55124], [0.68076, -0.81101, 4.21492], [0.91350, 1.09744, 2.39403], [-0.00200, 1.99163, -0.08196], [7.37357, 7.12650, 0.02851], [2.00899, -0.07457, -0.12793], [2.79180, -1.14545, -0.20669], [2.43787, 2.35549, -0.08071], [5.44214, 4.37426, 1.00307], [4.18740, 0.57628, -0.33318], [3.57192, 4.36204, -1.05123], [4.56663, 5.32440, -1.03643], [-0.66160, 4.12739, 0.32574], [1.12596, 2.80231, 0.02161], [6.54497, 6.33008, 0.01263], [0.71199, 4.13551, 0.26412], [0.67362, -1.15968, 2.91408], [5.50350, 5.32926, -0.00747], [3.50604, 3.39563, -0.05062], [0.08554, 0.06438, 2.13729], [4.14750, -0.79566, -0.35072], [-1.04922, 2.79249, 0.11843], [2.85267, 1.03421, -0.17444], [4.44762, 3.41190, 0.97567], [-2.05545, 2.40543, 0.09556], [2.84291, 4.34613, -1.85058], [-1.32288, 4.96130, 0.49671], [2.37639, -2.13978, -0.16888], [4.62003, 6.07213, -1.81608], [1.36586, 4.98304, 0.39414], [4.97188, -1.48164, -0.45764], [5.05661, 1.20362, -0.44691], [6.17084, 4.38859, 1.80198], [4.38468, 2.67233, 1.76302]],
  "total_charge": -1,
  "gap_ev": 5.40,
  "e_homo_ev": -4.7
}

***

[5]
{
  "formula": "CH2FNO3S",
  "method": "ωB97M-V/def2-TZVPD",
  "symbols": ["S", "F", "O", "O", "O", "N", "C", "H", "H"],
  "coordinates": [[2.76898, 0.16667, 0.17380], [2.90240, -0.75548, -1.19096], [0.81068, -1.94526, 0.27082], [3.20325, 1.46141, -0.07056], [3.11136, -0.48271, 1.33354], [0.74470, 0.22290, -0.21667], [0.24226, -0.99499, -0.13782], [-0.83974, -0.99267, -0.48176], [0.44356, 0.65814, -1.06413]],
  "gap_ev": 10.10,
  "e_homo_ev": -10.7,
  "smiles": "O=CNS(=O)(=O)F"
}

***

[6]
{
  "formula": "CH21MnO10",
  "method": "ωB97M-V/def2-TZVPD",
  "symbols": ["Mn", "O", "O", "O", "O", "O", "O", "O", "O", "O", "O", "C", "H", "H", "H", "H", "H", "H", "H", "H", "H", "H", "H", "H", "H", "H", "H", "H", "H", "H", "H", "H", "H"],
  "coordinates": [[0.46555, 2.52684, 2.27186], [-1.77128, -3.23323, -1.04925], [3.13450, -1.14691, 2.44000], [-0.06657, 1.44872, 0.63696], [1.02562, -2.10726, -2.58339], [1.39135, -3.14279, 0.58118], [3.28312, 0.48878, -0.14154], [-3.18444, 2.18169, -0.71388], [-1.42134, 3.38029, 2.07035], [1.41467, 3.14648, -1.50170], [-4.04954, -0.84191, 0.73329], [-0.29024, 0.11327, 0.21014], [2.22396, 3.11433, -0.98118], [2.80036, -0.54578, 1.77045], [-3.08139, 2.26848, -1.66980], [-4.15177, -0.45035, -0.14267], [-1.93497, 4.08142, 2.50470], [-2.07771, 2.83528, 1.59814], [-1.31085, -3.82829, -1.64859], [0.73027, 2.76793, -0.93150], [-0.94038, 0.12050, -0.66881], [2.18007, -3.69437, 0.62774], [3.26716, 1.31452, 0.35040], [-1.07103, -2.78105, -0.56737], [-2.29984, 1.96983, -0.39468], [3.61120, -1.81335, 1.93627], [-0.74944, -0.54784, 0.94739], [2.35531, 0.23828, -0.24047], [1.09105, -1.61066, -3.40703], [1.45315, -2.70170, -0.27556], [0.65458, -0.32574, -0.11681], [-3.50051, -0.21791, 1.21453], [0.81937, -3.00751, -2.85918]],
  "total_charge": 1,
  "gap_ev": [6.44, 6.38],
  "e_homo_ev": [-13.3, -13.3],
  "s2": 8.76,
  "spin_multiplicity": 6
}

***

[7]
{
  "formula": "C3H6I2N2",
  "method": "ωB97M-V/def2-TZVPD",
  "symbols": ["I", "I", "N", "N", "C", "C", "C", "H", "H", "H", "H", "H", "H"],
  "coordinates": [[-3.12402, -1.29857, -0.38687], [-2.06346, 2.11722, -0.00373], [-0.93205, -0.28488, 1.30125], [-0.02058, 0.47946, 1.89091], [1.44907, -0.68144, -0.79264], [-1.76924, 0.08587, 0.47794], [0.82848, -0.01455, -1.72175], [1.26096, 0.95885, -1.95301], [0.46800, -0.10469, 2.50375], [2.39445, -0.30344, -0.21947], [1.15593, -1.60978, -0.46989], [-0.17316, -0.44822, -1.96464], [0.52561, 1.10417, 1.33814]],
  "gap_ev": 8.69,
  "e_homo_ev": -8.9
}

***

[8]
{
  "formula": "C38H49BaN8OS3Si3",
  "method": "ωB97M-V/def2-TZVPD",
  "symbols": ["Ba", "S", "S", "S", "Si", "Si", "Si", "O", "N", "N", "N", "N", "N", "N", "N", "N", "C", "C", "C", "C", "C", "C", "C", "C", "C", "C", "C", "C", "C", "C", "C", "C", "C", "C", "C", "C", "C", "C", "C", "C", "C", "C", "C", "C", "C", "C", "C", "C", "C", "C", "C", "C", "C", "C", "H", "H", "H", "H", "H", "H", "H", "H", "H", "H", "H", "H", "H", "H", "H", "H", "H", "H", "H", "H", "H", "H", "H", "H", "H", "H", "H", "H", "H", "H", "H", "H", "H", "H", "H", "H", "H", "H", "H", "H", "H", "H", "H", "H", "H", "H", "H", "H", "H"],
  "coordinates": [[0.37729, 0.22596, -0.58599], [-4.60545, 1.84249, -3.11672], [-0.79854, -2.18172, -2.71877], [-3.72358, 1.67901, 3.21124], [3.98114, -0.43324, -2.03786], [3.17812, 2.47026, -1.55267], [2.25040, 1.12998, -4.05603], [2.12216, -1.80684, 3.26779], [-2.75291, 0.97252, -1.55623], [-2.38861, 0.90379, 1.16428], [-1.49579, 0.09238, 3.16977], [0.97274, -1.31381, 1.30640], [-1.48500, -1.92530, 0.37068], [-2.38213, 0.43891, -3.82581], [1.12680, 1.35203, 2.04631], [0.46035, 2.93908, -0.87644], [-4.74342, 2.15643, -1.42608], [1.69016, 4.95796, -1.11988], [-2.15546, -3.47006, -4.74003], [-2.46981, -4.49020, 0.04009], [2.73382, 0.88526, -2.30676], [3.54721, -2.05471, -2.89380], [3.66716, 1.57084, -5.24365], [-3.09246, 0.98802, -2.81834], [-3.69728, 1.60692, -0.77128], [4.24044, -0.91449, -0.22948], [3.17010, 2.15079, 3.75159], [0.20268, -3.88904, -4.64533], [-0.91856, -3.23626, -4.11422], [-2.26447, -4.32545, -5.82960], [1.31090, 2.64546, 2.34772], [5.71768, 0.03186, -2.63971], [0.57041, 5.70012, -0.77742], [1.43273, -0.32514, -4.91106], [-0.71057, -2.98031, 0.61360], [1.94314, 0.45104, 2.61198], [1.67846, -1.03610, 2.39726], [4.02968, 2.42970, 0.13245], [-1.14306, -4.97526, -6.33395], [0.08861, -4.74704, -5.73235], [-1.16730, -4.28346, 0.44244], [-3.29043, -3.39218, -0.18398], [-2.74633, -2.13535, -0.02389], [-2.38319, 0.83720, 2.45873], [4.30909, 3.63543, -2.53000], [-3.50191, 1.56760, 0.68856], [1.62366, 3.55999, -1.16946], [1.02743, 2.56789, -4.20732], [-0.61912, 5.03913, -0.49351], [2.98631, 0.81272, 3.45783], [0.69526, -2.72836, 1.10919], [2.30391, 3.08826, 3.20052], [-4.31895, 2.08212, 1.63778], [-0.62339, 3.65904, -0.56351], [-1.22958, -5.64664, -7.18050], [-5.58807, 2.69672, -1.02442], [0.62912, 3.35042, 1.87859], [5.09246, 2.17902, 0.01819], [2.47988, -2.29353, -2.77565], [5.16904, 3.06029, -2.89149], [1.16928, -3.70831, -4.19001], [0.69998, 2.66994, -5.24932], [-4.31672, -3.51103, -0.50806], [-3.32616, -1.24341, -0.23631], [3.80888, 4.06778, -3.40568], [-3.23529, -4.48894, -6.28704], [3.30766, -1.22279, 0.26216], [-1.82378, -0.38427, -3.58205], [1.47515, 3.52332, -3.90083], [-5.23887, 2.63698, 1.52019], [0.59600, -0.73588, -4.33436], [3.76089, -2.01821, -3.96877], [3.26206, 1.99275, -6.17288], [-2.78851, 0.43971, -4.74455], [4.36721, 2.29695, -4.81847], [-2.84523, -5.49630, -0.10538], [2.40881, 4.14599, 3.41267], [2.62639, 5.45353, -1.35612], [-1.52762, 3.09400, -0.35092], [3.96192, 3.41602, 0.60357], [4.69279, 4.45395, -1.90948], [4.67405, -0.09820, 0.35848], [4.13467, -2.87437, -2.46198], [6.12918, 0.84869, -2.02886], [-0.49900, -5.11741, 0.62045], [6.40943, -0.81876, -2.57018], [0.84337, -3.28067, 2.03853], [4.24016, 0.67289, -5.51029], [3.60290, 0.02721, 3.86915], [-1.52156, 5.57720, -0.23315], [3.58839, 1.69623, 0.81639], [0.97452, -5.23936, -6.11885], [3.97702, 2.46720, 4.40205], [0.61781, 6.78232, -0.73606], [1.39943, -3.15873, 0.38028], [2.14365, -1.14008, -5.08170], [-1.29745, 0.33160, 4.12337], [0.13393, 2.40443, -3.59017], [-0.73848, -0.30960, 2.62340], [-3.03328, -2.97369, -4.33995], [4.93238, -1.76371, -0.17750], [5.69882, 0.37416, -3.68203], [1.05813, -0.00259, -5.89227]],
  "total_charge": -1,
  "gap_ev": 6.08,
  "e_homo_ev": -4.2
}

***

[9]
{
  "formula": "C2H7OS",
  "method": "ωB97M-V/def2-TZVPD",
  "symbols": ["S", "O", "C", "C", "H", "H", "H", "H", "H", "H", "H"],
  "coordinates": [[-2.65395, 0.01606, 0.69737], [1.53360, -0.66596, -0.04761], [1.75179, 0.68493, -0.03359], [-1.20539, -1.04983, -0.04146], [-2.15636, 1.11776, 0.29797], [-0.90065, -1.71361, 0.77116], [-0.42426, -0.18322, -0.29855], [0.93484, 1.38128, -0.36169], [2.25636, 1.11097, 0.85746], [2.43664, 0.78471, -0.87130], [-1.57263, -1.48309, -0.96976]],
  "total_charge": -1,
  "gap_ev": 5.57,
  "e_homo_ev": -2.0
}

***

[10]
{
  "formula": "C9H18O2Si",
  "method": "ωB97M-V/def2-TZVPD",
  "symbols": ["Si", "O", "O", "C", "C", "C", "C", "C", "C", "C", "C", "C", "H", "H", "H", "H", "H", "H", "H", "H", "H", "H", "H", "H", "H", "H", "H", "H", "H", "H"],
  "coordinates": [[1.67777, 0.25534, 0.15714], [-3.02237, 0.26885, -0.35240], [-1.03728, 1.30259, -0.40271], [-0.18872, -1.62962, -1.16928], [-1.77338, -1.73280, 1.05226], [0.57910, -1.17752, 0.09429], [1.24251, 1.24064, 1.75078], [1.83418, 1.06036, -1.53296], [-3.63992, 1.51961, -0.49884], [-1.06960, -1.02930, -0.10068], [3.36363, -0.54730, 0.21362], [-1.67603, 0.30078, -0.30729], [0.74740, -1.95916, 0.80876], [0.03712, -0.88836, -1.93741], [-1.47887, -1.22658, 2.04904], [-2.78152, -1.70872, 0.83074], [4.09346, 0.20256, 0.20922], [3.58612, -1.37928, 0.84167], [-2.92028, 2.39945, -0.42572], [2.77671, 1.69399, -1.35986], [0.99971, 1.72291, -1.64374], [3.59825, -1.01077, -0.73613], [1.09607, 0.56006, 2.55350], [1.85511, 2.01160, 2.13635], [0.31277, 1.59585, 1.70777], [-1.62204, -2.86176, 0.97394], [2.14113, 0.48597, -2.40718], [-4.37569, 1.77989, 0.27418], [-4.14124, 1.45717, -1.46279], [-0.21412, -2.70645, -1.31626]],
  "gap_ev": 9.94,
  "e_homo_ev": -9.1,
  "smiles": "COC(=O)[C@@]1(C)C[C@H]1[Si](C)(C)C"
}

***

[11]
{
  "formula": "C4H13N2O3",
  "method": "ωB97M-V/def2-TZVPD",
  "symbols": ["O", "O", "O", "N", "N", "C", "C", "C", "C", "H", "H", "H", "H", "H", "H", "H", "H", "H", "H", "H", "H", "H"],
  "coordinates": [[0.21487, -0.04325, -0.20199], [1.56452, -1.02117, 1.62233], [3.39950, -1.27377, 4.84061], [2.75196, 0.18801, 2.99419], [-0.74773, -0.23489, -0.98856], [-0.91160, 0.17063, -2.26095], [1.96857, 0.14444, 1.92745], [-2.35237, 1.48594, -3.74984], [-2.13960, 0.07889, -3.08536], [0.93282, -0.97993, 0.71953], [4.11190, -1.83980, 4.42173], [2.90946, -0.53130, 3.74986], [-1.52977, -0.85863, -0.62620], [-1.60872, 1.50464, -4.46901], [-3.35745, 1.66687, -4.05850], [-2.98202, -0.10476, -2.37490], [-2.11991, -0.82155, -3.77808], [-2.01908, 2.36860, -3.09019], [3.02394, -1.60577, 5.70928], [3.28438, 0.99458, 3.39825], [-0.00164, 0.67890, -2.59333], [1.62001, 1.00928, 1.46994]],
  "total_charge": 1,
  "gap_ev": [10.21, 10.21],
  "e_homo_ev": [-12.8, -12.8]
}

***

[12]
{
  "formula": "C2H3F2P",
  "method": "ωB97M-V/def2-TZVPD",
  "symbols": ["P", "F", "F", "C", "C", "H", "H", "H"],
  "coordinates": [[-1.01974, -1.31166, -1.11628], [1.39521, 1.60904, -0.72400], [-1.37402, 1.16327, 0.42388], [-0.91176, -0.01455, -0.05548], [0.19799, -0.87450, 0.30102], [-0.06863, -1.52446, 1.13765], [0.57827, 1.51560, -0.31240], [1.20267, -0.56274, 0.34560]],
  "gap_ev": 9.13,
  "e_homo_ev": -9.3,
  "smiles": "FC1=PC1.F"
}